Record 1
Molecular formula: C18H20N4O5
Method: DFT, the ωB97M-V functional and the def2-TZVPD basis

Each line ends with the natural charge from an NBO analysis.
Geometry (Å):
C 2.11539 5.19678 -0.42188  -0.635
C 2.04124 3.87256 0.32308  -0.078
O 2.63640 2.80868 -0.42404  -0.526
C 3.96875 2.69837 -0.36344  0.806
O 4.69075 3.48281 0.18818  -0.592
C 4.43511 1.44477 -1.07333  -0.489
C 4.14234 0.21536 -0.19166  -0.424
C 2.66473 0.04585 0.01665  -0.137
C 1.81021 -0.51041 -0.87860  0.102
C 2.26298 -1.09538 -2.18105  -0.655
C 0.39638 -0.53346 -0.58135  -0.179
C -0.57060 -1.07726 -1.43074  -0.158
C -1.90763 -1.04615 -1.10555  -0.333
C -2.32854 -0.46484 0.09050  0.399
O -3.62692 -0.37059 0.49121  -0.488
C -4.61554 -1.04666 -0.24243  -0.104
C -4.41797 -2.52293 -0.26670  0.228
N -3.90624 -3.24391 0.75150  -0.251
N -3.90155 -4.46648 0.37632  -0.023
N -4.39755 -4.49967 -0.83699  -0.164
N -4.73311 -3.30698 -1.28813  -0.260
C -1.39389 0.09061 0.96784  -0.128
C -1.85487 0.70438 2.25159  -0.638
C -0.04411 0.04857 0.61919  0.403
O 0.83190 0.59372 1.49594  -0.476
C 2.17212 0.61398 1.27004  0.761
O 2.87307 1.10448 2.12393  -0.585
H 1.59976 5.96322 0.14950  0.215
H 1.64818 5.10704 -1.40017  0.206
H 3.15382 5.49127 -0.54979  0.227
H 2.55185 3.94588 1.28825  0.209
H 1.00523 3.56173 0.47640  0.188
H 5.50798 1.52697 -1.24614  0.234
H 3.90875 1.35770 -2.02425  0.218
H 4.58296 -0.67081 -0.64977  0.217
H 4.60713 0.36853 0.78424  0.255
H 1.82202 -0.54085 -3.00832  0.230
H 1.93790 -2.13212 -2.25599  0.229
H 3.34155 -1.06507 -2.28371  0.224
H -0.27535 -1.53013 -2.36283  0.215
H -2.61991 -1.47355 -1.79372  0.222
H -5.55204 -0.82074 0.27956  0.224
H -4.69314 -0.67734 -1.27388  0.201
H -4.51471 -5.34355 -1.37899  0.419
H -1.00526 0.98203 2.86643  0.237
H -2.48334 -0.00344 2.78825  0.231
H -2.45667 1.58865 2.04741  0.223

Atomic forces in eV per Å
C 0.1 -0.4 0.0
C 0.0 0.5 0.3
O -0.2 -0.1 -0.2
C 0.4 -0.1 -0.3
O 0.0 0.1 0.1
C 0.1 0.0 0.2
C 0.0 0.1 -0.1
C -0.2 -0.4 -0.3
C 0.5 0.1 0.4
C 0.1 0.1 0.1
C -0.4 0.1 0.3
C 0.2 0.2 0.3
C -0.4 0.0 0.0
C 0.6 0.1 -0.1
O 0.2 0.0 0.1
C -0.4 0.1 -0.2
C -0.1 -0.7 -0.5
N 0.1 0.7 0.5
N 0.2 -1.3 0.1
N -0.1 0.6 0.1
N -0.1 0.5 -0.3
C 0.0 0.0 0.1
C 0.0 0.0 0.0
C -0.6 -0.4 -0.7
O -0.1 0.1 0.2
C 0.4 0.1 0.3
O -0.3 -0.1 -0.2
H -0.1 0.1 0.0
H -0.1 0.0 -0.1
H 0.0 0.1 0.0
H -0.1 -0.1 -0.1
H 0.1 0.0 0.0
H -0.1 0.1 0.0
H 0.0 0.0 0.0
H 0.0 0.0 0.0
H 0.0 -0.1 -0.1
H 0.0 0.0 -0.1
H 0.0 -0.1 -0.1
H 0.1 0.0 0.0
H 0.1 0.0 -0.1
H -0.1 0.0 -0.1
H 0.2 0.0 -0.2
H 0.0 0.0 0.2
H 0.1 0.1 0.2
H 0.0 0.0 0.1
H 0.0 0.0 0.1
H -0.1 0.1 0.1

## Properties
HOMO level   -0.305 hartree
SMILES   CCOC(=O)CCc1c(C)c2ccc(OCc3nn[nH]n3)c(C)c2oc1=O
ΔE to the lowest compared entry with this formula, charge and spin   0.0 kJ/mol
Multiplicity   1

Record 2
Molecular formula: C18H20O8
Method: DFT, the ωB97M-V functional and the def2-TZVPD basis

Each line ends with the natural charge from an NBO analysis.
Geometry (Å):
C -0.51551 -2.34064 -4.43348  -0.623
C -1.54239 -1.36773 -3.81553  -0.075
O -0.86748 -0.39637 -3.01497  -0.501
C -1.68925 0.46528 -2.35803  0.817
O -2.89395 0.61996 -2.57330  -0.648
C -1.15453 1.26731 -1.21175  -0.291
C -1.69626 2.51735 -0.89475  0.461
O -2.79748 2.97946 -1.57132  -0.669
C -1.03644 3.42900 0.09312  -0.467
C 0.40441 2.92997 0.48106  -0.372
C 0.55678 1.39045 0.74365  -0.225
C -0.09669 0.85736 2.03206  0.804
O -1.09131 1.46862 2.44401  -0.552
O 0.42900 -0.22209 2.65551  -0.517
C 1.80467 -0.10732 2.99303  0.526
C 1.92331 0.27924 4.43036  -0.649
C 2.35283 -1.50181 2.80335  -0.635
O 2.52695 0.81810 2.18543  -0.493
C 2.05318 1.13303 0.97795  0.791
O 2.78080 1.53467 0.07122  -0.558
C 0.05799 0.64897 -0.55807  -0.258
C -0.17077 -0.85840 -0.27393  0.304
C -1.31694 -1.51036 0.20230  -0.324
C -0.99492 -2.92140 0.09990  -0.305
C 0.22897 -3.03368 -0.45601  0.067
O 0.78888 -1.78683 -0.65644  -0.430
H -0.98457 -2.93228 -5.22357  0.217
H 0.36392 -1.78187 -4.85146  0.218
H -0.14764 -3.05831 -3.69213  0.210
H -2.23259 -1.97301 -3.27661  0.191
H -2.10028 -0.91225 -4.65804  0.189
H -3.14826 2.18704 -2.04390  0.513
H -0.98199 4.47250 -0.25214  0.240
H -1.65777 3.44805 0.92812  0.247
H 1.04940 3.26997 -0.33458  0.242
H 0.69924 3.48938 1.38419  0.225
H 1.77261 1.33846 4.61851  0.231
H 2.92251 0.05568 4.82805  0.226
H 1.18662 -0.30627 5.00727  0.238
H 3.36945 -1.56889 3.20129  0.222
H 2.37026 -1.72915 1.73050  0.229
H 1.70229 -2.19112 3.30380  0.230
H 0.85966 0.66046 -1.28335  0.265
H -2.20639 -1.02576 0.62255  0.251
H -1.61957 -3.78439 0.29757  0.230
H 0.73929 -3.95037 -0.70144  0.210

Atomic forces in eV per Å
C 0.7 0.7 0.2
C 0.6 -0.7 -2.3
O -1.0 0.8 0.9
C -1.2 0.9 1.4
O 0.8 -0.9 -1.3
C 0.3 0.7 -0.2
C 0.2 -1.6 -2.0
O 1.3 -0.2 1.3
C 1.2 -0.8 -0.8
C -1.0 0.6 0.5
C 0.3 -0.9 0.2
C -3.4 3.1 0.0
O 2.0 -2.2 -0.3
O -0.5 1.2 -0.7
C 0.6 -1.3 0.5
C 0.2 0.2 1.2
C 0.7 0.3 -0.9
O -0.3 -0.3 0.0
C 1.1 2.4 -3.6
O -0.3 -1.4 2.1
C 0.5 -1.3 1.1
C -1.6 -0.6 0.2
C 2.0 0.4 -0.4
C -0.5 0.3 -0.3
C -0.3 0.7 0.5
O -1.0 0.1 0.1
H 0.0 0.2 0.0
H -0.8 -0.5 0.3
H 0.0 0.3 0.0
H -0.7 0.0 1.0
H 0.3 0.2 0.7
H 0.0 0.1 0.0
H 0.0 -0.4 -0.3
H -1.1 0.0 1.7
H 0.2 -0.6 0.2
H 0.0 -0.2 -0.3
H -0.3 0.1 -0.2
H -0.2 -0.1 -0.3
H 0.3 0.3 -0.2
H -0.2 0.0 -0.1
H 0.0 -0.1 0.2
H -0.3 -0.4 0.3
H 0.6 0.2 0.0
H 0.5 -0.3 -0.4
H 0.0 0.3 0.2
H 0.5 0.4 -0.2

## Properties
HOMO level   -0.315 hartree
SMILES   CCOC(=O)C1=C(O)CCC2(C(=O)OC(C)(C)OC2=O)[C@H]1c1ccco1
ΔE to the lowest compared entry with this formula, charge and spin   75.6 kJ/mol
Multiplicity   1

Record 3
Molecular formula: C18H21AlF5NO3PTe
Method: DFT, the ωB97M-V functional and the def2-TZVPD basis

Each line ends with the natural charge from an NBO analysis.
Geometry (Å):
Al 1.80558 -1.18642 0.08848  2.078
O -0.19377 0.26005 -2.93036  -0.637
C -0.14899 -0.61364 -2.08976  0.823
O 0.95940 -0.96242 -1.49094  -0.882
C -1.43194 -1.35673 -1.71126  -0.824
P -1.59360 -1.43948 0.11707  0.837
C -1.59437 0.33236 0.56611  -0.270
C -1.85012 1.36707 -0.33254  -0.240
C -1.78007 2.69064 0.08004  -0.213
C -1.45897 2.99429 1.39553  -0.213
C -1.19257 1.97119 2.29568  -0.218
C -1.24683 0.64868 1.88069  -0.203
C -3.35461 -1.91014 0.28959  -0.332
C -3.67890 -3.25471 0.10034  -0.199
C -4.98671 -3.69396 0.23131  -0.214
C -5.99019 -2.79768 0.57618  -0.219
C -5.67599 -1.46313 0.78381  -0.228
C -4.36753 -1.02004 0.63748  -0.157
H -1.35170 -2.38960 -2.05855  0.256
H -2.26807 -0.88621 -2.22372  0.236
H -2.08305 1.15161 -1.36686  0.228
H -1.96795 3.48444 -0.63214  0.210
H -1.39949 4.02741 1.71481  0.208
H -0.91724 2.20177 3.31689  0.214
H -0.98237 -0.14931 2.56454  0.236
H -2.89567 -3.96639 -0.13781  0.215
H -5.22032 -4.74002 0.07801  0.210
H -7.01067 -3.14120 0.68916  0.207
H -6.45180 -0.75911 1.05842  0.208
H -4.13378 0.02522 0.79598  0.212
C 4.05441 1.15813 -1.50212  -0.612
C 2.99068 1.74708 -0.55417  -0.031
C 1.91478 2.53427 -1.35360  -0.592
C 3.63398 2.65090 0.51878  -0.595
N 2.29217 0.72865 0.06627  -0.138
H 4.57591 1.97718 -2.00217  0.199
H 3.57614 0.52553 -2.24941  0.229
H 4.75822 0.55602 -0.92933  0.270
H 2.42432 3.35299 -1.86457  0.213
H 1.16017 2.94334 -0.68072  0.214
H 1.43219 1.88971 -2.08846  0.254
H 4.16632 3.45902 0.01359  0.204
H 4.32720 2.05949 1.11193  0.259
H 2.86855 3.07637 1.16799  0.208
F 5.00372 -4.10156 0.48009  -0.703
Te 4.55070 -2.31190 1.10416  2.540
F 1.38516 -1.26531 1.72166  -0.765
F 6.29361 -2.14271 2.07508  -0.734
F 5.66886 -1.77610 -0.30653  -0.652
F 4.26572 -0.27389 1.23938  -0.731
O 3.11948 -2.21174 -0.25403  -1.363

Atomic forces in eV per Å
Al 0.7 0.3 -0.3
O 0.0 0.1 -0.1
C 0.0 0.1 -0.1
O -0.5 -0.3 0.7
C 0.3 0.0 -0.1
P 0.2 -0.1 0.3
C 0.0 0.0 0.0
C -0.1 0.0 0.0
C 0.0 0.0 0.0
C 0.0 0.0 0.0
C 0.0 0.0 0.0
C 0.0 0.0 0.0
C -0.1 0.1 -0.1
C 0.0 0.0 0.0
C 0.0 0.0 0.0
C 0.0 0.0 0.0
C 0.0 0.0 0.0
C 0.0 0.0 0.0
H 0.0 0.0 0.0
H 0.0 0.0 0.0
H 0.0 0.0 0.0
H 0.0 0.0 0.0
H 0.0 0.0 0.0
H 0.0 0.0 0.0
H 0.0 0.0 0.0
H 0.0 0.0 0.0
H 0.0 0.0 0.0
H 0.0 0.0 0.0
H 0.0 0.0 0.0
H 0.0 0.0 0.0
C 0.0 0.0 0.0
C 0.1 -0.1 0.0
C -0.1 0.0 0.0
C 0.0 0.0 0.0
N 0.0 0.0 0.1
H 0.0 0.0 0.0
H 0.0 0.0 0.0
H 0.0 0.0 0.0
H 0.0 0.0 0.0
H 0.0 0.0 0.0
H 0.0 0.0 0.0
H 0.0 0.0 0.0
H 0.0 0.0 0.0
H 0.0 0.0 0.0
F 0.0 0.0 0.0
Te -0.1 -0.1 0.0
F -0.6 0.0 -0.4
F 0.1 0.0 0.0
F 0.0 0.1 -0.1
F 0.0 0.0 0.0
O 0.1 -0.1 0.2

## Properties
HOMO level (spin up / spin down)   -0.208 / -0.208 hartree
ΔE to the lowest compared entry with this formula, charge and spin   374.3 kJ/mol
Multiplicity   1
Charge   -1

Record 4
Molecular formula: C18H21BN7O2RuS3
Method: DFT, the ωB97M-V functional and the def2-TZVPD basis

Each line ends with the natural charge from an NBO analysis.
Geometry (Å):
Ru 0.07236 -0.57077 0.07090  0.671
O -0.66613 0.88429 1.23823  -0.536
C -1.68862 0.94180 1.99439  0.354
C -1.82507 2.10871 2.80433  -0.214
C -2.89099 2.26024 3.63882  -0.183
C -3.87322 1.25593 3.70423  -0.196
C -3.77232 0.11560 2.92876  -0.184
C -2.70002 -0.07981 2.06169  -0.112
C -2.62235 -1.26506 1.23585  0.371
N -1.63136 -1.62548 0.42636  -0.396
C -1.98363 -2.80994 -0.16002  -0.066
C -3.20804 -3.18274 0.30130  -0.048
N -3.59373 -2.20853 1.17466  -0.484
H -1.04671 2.85396 2.72277  0.228
H -2.98414 3.14734 4.24964  0.231
H -4.71891 1.37332 4.36756  0.228
H -4.55060 -0.62990 3.01749  0.200
H -1.35149 -3.29799 -0.87945  0.240
H -3.82358 -4.03512 0.07795  0.241
H -4.47110 -2.18035 1.66294  0.436
C 3.44546 -3.27945 3.09528  -0.408
N 3.69397 -2.33766 2.01534  -0.324
C 4.90803 -2.09891 1.40404  -0.062
C 4.69072 -1.15024 0.46902  -0.040
N 3.35417 -0.80558 0.50859  -0.497
B 2.71118 0.28255 -0.39128  0.360
N 2.73502 -0.16560 -1.86305  -0.508
C 3.38448 0.41573 -2.93134  -0.043
C 3.06868 -0.29014 -4.03967  -0.058
N 2.21184 -1.29955 -3.64006  -0.319
C 1.55876 -2.27019 -4.50565  -0.407
C 2.02572 -1.20203 -2.31638  0.289
S 1.02969 -2.21936 -1.34701  -0.016
C 2.76553 -1.53894 1.45992  0.287
S 1.11482 -1.51095 1.95558  0.027
H 4.35969 -3.83503 3.28210  0.227
H 2.65189 -3.96655 2.80890  0.232
H 3.15191 -2.74890 3.99913  0.228
H 5.80102 -2.62594 1.68726  0.243
H 5.37241 -0.69171 -0.22485  0.239
H 3.25641 1.33884 -0.26550  -0.005
H 1.53581 0.44849 -0.02584  -0.043
H 4.01215 1.27993 -2.80951  0.244
H 3.36196 -0.16812 -5.06646  0.242
H 1.85133 -2.06556 -5.53113  0.229
H 0.47898 -2.17625 -4.40700  0.236
H 1.86147 -3.27978 -4.23610  0.226
S -2.16150 1.32873 -3.64407  -0.023
C -1.38592 0.67571 -2.41268  0.197
N -0.80051 0.18150 -1.51822  -0.539
O 0.72742 2.87704 -0.76408  -0.936
H 0.72069 3.39232 0.04857  0.474
H 1.47316 3.22648 -1.26181  0.470

Atomic forces in eV per Å
Ru -0.3 1.1 0.6
O 2.1 -0.8 -1.7
C -1.7 -0.2 1.1
C 0.2 -0.5 -0.4
C -0.5 -0.3 0.1
C 0.0 0.0 0.0
C -0.1 0.3 0.2
C 0.6 0.8 0.0
C 0.0 0.1 0.1
N -0.2 0.0 0.2
C -0.3 -0.3 -0.1
C 0.2 -0.2 -0.2
N 0.2 0.2 0.0
H 0.0 0.0 0.0
H 0.0 0.0 0.0
H 0.0 0.0 0.0
H 0.0 0.0 0.0
H 0.0 0.0 0.0
H 0.0 0.0 0.0
H 0.0 0.0 0.0
C 0.0 0.0 0.0
N 0.0 0.1 0.0
C -0.1 0.0 0.0
C 0.0 0.1 0.0
N 0.1 0.0 0.0
B 0.0 -0.2 -0.1
N -0.1 0.0 0.0
C 0.0 0.0 0.0
C 0.0 0.0 0.0
N 0.0 0.0 0.0
C 0.0 0.0 0.0
C 0.1 0.1 -0.1
S -0.1 0.0 0.2
C 0.0 0.1 0.0
S -0.2 -0.4 -0.3
H 0.0 0.0 0.0
H 0.0 0.0 0.0
H 0.0 0.0 0.0
H 0.0 0.0 0.0
H 0.0 0.0 0.0
H 0.0 0.0 0.0
H -0.3 0.4 0.0
H 0.0 0.0 0.0
H 0.0 0.0 0.0
H 0.0 0.0 0.0
H 0.0 0.0 0.0
H 0.0 0.0 0.0
S 0.1 -0.1 0.2
C -0.2 0.1 -0.5
N 0.3 -0.2 0.6
O 0.1 0.0 0.0
H -0.1 0.0 0.0
H 0.0 0.1 0.0

## Properties
HOMO level (spin up / spin down)   -0.370 / -0.383 hartree
Multiplicity   1
Charge   +1